[1]
A 8-piece molecular cluster, C34H61NO9S8 overall, computed with the ωB97M-V functional and the def2-TZVPD basis.

Last column: Löwdin charge in e.
Geometry (Å):
C (-4.355, 6.362, -0.919)  -0.107
C (-5.019, 5.077, -0.408)  -0.233
N (-4.312, 4.457, 0.721)  0.031
C (-3.503, 3.371, 0.399)  -0.193
C (-2.531, 3.525, -0.599)  0.018
C (-1.689, 2.494, -0.956)  -0.059
C (-1.785, 1.236, -0.342)  -0.516
S (-0.651, -0.040, -0.781)  0.834
C (-2.749, 1.071, 0.646)  -0.122
C (-3.594, 2.130, 1.041)  -0.038
C (-4.544, 1.904, 2.153)  -0.339
O (-5.624, 2.449, 2.239)  0.080
C (-4.083, 0.955, 3.183)  0.073
C (-3.321, -0.069, 2.807)  -0.136
C (-2.739, -1.099, 3.722)  -0.087
C (-1.261, -0.804, 3.852)  -0.222
C (-0.297, -1.573, 3.211)  -0.024
C (1.050, -1.233, 3.321)  -0.041
C (1.472, -0.138, 4.060)  -0.280
C (2.909, 0.275, 4.168)  -0.040
C (0.505, 0.619, 4.732)  -0.035
C (-0.837, 0.281, 4.619)  -0.026
C (-2.960, -0.222, 1.370)  -0.337
O (-2.890, -1.314, 0.878)  0.095
H (-3.807, 6.206, -1.843)  0.060
H (-5.100, 7.119, -1.146)  0.049
H (-3.712, 6.784, -0.153)  0.070
H (-6.015, 5.347, -0.068)  0.109
H (-5.140, 4.376, -1.232)  0.111
H (-4.932, 4.241, 1.482)  0.093
H (-2.405, 4.473, -1.094)  0.111
H (-0.926, 2.641, -1.705)  0.091
H (-0.505, 0.132, -2.100)  -0.130
H (-4.351, 1.087, 4.221)  0.129
H (-2.872, -2.074, 3.262)  0.120
H (-3.232, -1.068, 4.689)  0.123
H (-0.592, -2.429, 2.621)  0.115
H (1.798, -1.831, 2.818)  0.092
H (3.608, -0.528, 3.947)  0.053
H (3.097, 1.058, 3.431)  0.088
H (3.121, 0.715, 5.136)  0.066
H (0.780, 1.462, 5.346)  0.111
H (-1.579, 0.878, 5.137)  0.115
C (1.271, -0.701, 9.819)  -0.273
S (2.358, -0.710, 8.388)  0.807
O (2.180, 0.595, 7.700)  -0.553
C (1.425, -1.926, 7.449)  -0.265
H (1.650, 0.039, 10.522)  0.049
H (0.261, -0.432, 9.509)  0.058
H (1.279, -1.686, 10.286)  0.052
H (0.405, -1.571, 7.299)  0.057
H (1.426, -2.875, 7.986)  0.053
H (1.913, -2.050, 6.484)  0.042
C (3.141, 2.684, -1.520)  -0.263
S (2.231, 2.594, -3.065)  0.815
O (1.161, 1.574, -2.869)  -0.600
C (3.538, 1.793, -3.990)  -0.273
H (2.483, 3.115, -0.768)  0.048
H (3.442, 1.681, -1.217)  0.059
H (4.015, 3.321, -1.653)  0.054
H (3.811, 0.861, -3.499)  0.029
H (4.404, 2.452, -4.044)  0.059
H (3.175, 1.587, -4.995)  0.053
C (4.894, -2.686, -2.965)  -0.271
S (6.343, -1.743, -3.451)  0.828
O (5.910, -0.318, -3.552)  -0.571
C (6.445, -2.397, -5.115)  -0.278
H (4.628, -2.401, -1.950)  0.031
H (4.069, -2.463, -3.643)  0.058
H (5.130, -3.749, -2.987)  0.051
H (5.512, -2.192, -5.644)  0.059
H (6.636, -3.465, -5.070)  0.017
H (7.273, -1.910, -5.622)  0.053
C (4.711, -2.387, 1.900)  -0.278
S (5.472, -3.965, 1.494)  0.810
O (5.914, -3.880, 0.078)  -0.556
C (3.946, -4.916, 1.512)  -0.270
H (5.492, -1.630, 1.899)  0.056
H (3.956, -2.141, 1.152)  0.059
H (4.260, -2.447, 2.891)  0.034
H (3.245, -4.496, 0.790)  0.058
H (3.519, -4.897, 2.514)  0.052
H (4.188, -5.940, 1.237)  0.048
C (-7.467, 4.621, -4.780)  -0.266
S (-7.617, 6.209, -3.952)  0.811
O (-6.306, 6.482, -3.309)  -0.550
C (-8.721, 5.634, -2.656)  -0.270
H (-6.773, 4.742, -5.609)  0.050
H (-7.080, 3.879, -4.081)  0.057
H (-8.442, 4.318, -5.160)  0.052
H (-8.246, 4.820, -2.107)  0.055
H (-9.659, 5.300, -3.100)  0.051
H (-8.912, 6.469, -1.985)  0.049
C (7.552, -6.903, -5.108)  -0.271
S (8.992, -5.951, -5.605)  0.821
O (8.556, -4.532, -5.709)  -0.557
C (9.076, -6.594, -7.281)  -0.272
H (7.299, -6.617, -4.088)  0.050
H (6.717, -6.680, -5.773)  0.059
H (7.792, -7.966, -5.139)  0.053
H (8.138, -6.391, -7.798)  0.059
H (9.270, -7.666, -7.247)  0.053
H (9.894, -6.091, -7.791)  0.050
C (-6.863, -0.138, 0.151)  -0.248
S (-5.684, -0.001, -1.199)  0.807
O (-6.022, 1.241, -1.946)  -0.552
C (-6.348, -1.380, -2.143)  -0.264
H (-6.666, 0.667, 0.855)  0.028
H (-7.876, -0.042, -0.240)  0.059
H (-6.733, -1.101, 0.646)  0.059
H (-7.400, -1.199, -2.364)  0.055
H (-6.229, -2.299, -1.568)  0.054
H (-5.783, -1.454, -3.069)  0.050

The value obtained for the largest force on an atom is 0.9 eV Å⁻¹. The value obtained for the orbital gap is 6.93 eV. The LUMO energy is -0.3526 eV. The HOMO energy comes out at -7.3 eV.


[2]
A 6-piece molecular cluster, C34H63F9N2O5S overall at a distorted geometry, computed with the ωB97M-V functional and the def2-TZVPD basis.

Last column: Löwdin charge in e.
Geometry (Å):
F (-2.770, 0.229, 0.889)  -0.041
C (-1.286, 0.468, 0.671)  -0.180
F (-0.849, -0.775, -0.019)  0.003
C (-0.725, 0.572, 2.237)  -0.078
C (0.738, 1.236, 2.420)  -0.185
C (2.026, 0.242, 2.397)  -0.204
C (1.731, -1.358, 2.332)  -0.164
C (3.048, -2.033, 1.551)  -0.153
C (4.402, -2.212, 2.433)  -0.020
N (5.672, -2.761, 1.848)  0.045
C (5.550, -3.090, 0.387)  -0.170
C (6.914, -3.659, -0.385)  -0.002
C (6.910, -4.039, -1.993)  -0.065
C (5.504, -3.891, -2.826)  -0.072
C (4.177, -3.325, -2.046)  -0.012
C (4.154, -2.907, -0.429)  -0.153
N (2.854, -2.370, 0.099)  0.090
C (-1.212, 1.843, -0.180)  -0.200
F (-2.534, 1.965, -0.907)  -0.018
F (-1.184, 3.073, 0.699)  0.009
S (0.101, 2.033, -1.464)  1.076
F (-0.960, 3.139, -2.306)  -0.203
F (0.715, 3.412, -0.584)  -0.215
F (1.272, 1.090, -0.672)  -0.179
F (-0.464, 0.768, -2.465)  -0.168
F (1.276, 2.379, -2.664)  -0.178
H (-0.889, -0.490, 2.699)  0.140
H (-1.511, 1.286, 2.784)  0.151
H (0.982, 2.118, 1.653)  0.113
H (0.746, 1.774, 3.487)  0.133
H (2.728, 0.438, 3.342)  0.128
H (2.687, 0.523, 1.448)  0.114
H (0.802, -1.689, 1.706)  0.098
H (1.650, -1.805, 3.431)  0.127
H (4.396, -1.891, 3.575)  0.122
H (7.899, -3.740, 0.247)  0.090
H (7.901, -4.405, -2.499)  0.082
H (5.402, -4.131, -3.969)  0.083
H (3.178, -3.193, -2.672)  0.092
C (-2.699, -3.462, -4.697)  -0.083
C (-4.081, -3.234, -4.109)  -0.278
O (-4.070, -3.009, -2.702)  -0.161
C (-3.343, -1.875, -2.242)  -0.276
C (-3.865, -0.557, -2.787)  -0.071
H (-2.189, -4.280, -4.179)  0.082
H (-2.772, -3.710, -5.761)  0.077
H (-2.070, -2.573, -4.603)  0.064
H (-4.684, -4.132, -4.277)  0.117
H (-4.599, -2.415, -4.620)  0.105
H (-2.276, -1.996, -2.454)  0.103
H (-3.441, -1.863, -1.150)  0.112
H (-3.744, -0.495, -3.873)  0.071
H (-3.324, 0.284, -2.343)  0.050
H (-4.932, -0.445, -2.572)  0.084
C (-5.841, 0.661, 1.305)  -0.076
C (-5.372, -0.391, 2.297)  -0.279
O (-5.915, -0.222, 3.604)  -0.164
C (-7.332, -0.292, 3.720)  -0.281
C (-7.911, -1.628, 3.287)  -0.084
H (-5.635, 1.667, 1.683)  0.086
H (-5.332, 0.533, 0.344)  0.063
H (-6.917, 0.592, 1.126)  0.068
H (-4.285, -0.313, 2.399)  0.095
H (-5.576, -1.402, 1.930)  0.110
H (-7.799, 0.536, 3.179)  0.105
H (-7.566, -0.139, 4.781)  0.118
H (-7.749, -1.809, 2.220)  0.066
H (-8.989, -1.656, 3.470)  0.077
H (-7.438, -2.450, 3.832)  0.082
C (-3.266, 5.481, -1.946)  -0.088
C (-4.167, 6.683, -2.176)  -0.276
O (-3.707, 7.547, -3.212)  -0.164
C (-3.600, 6.981, -4.515)  -0.279
C (-4.921, 6.471, -5.065)  -0.085
H (-2.237, 5.800, -1.756)  0.084
H (-3.619, 4.897, -1.089)  0.077
H (-3.247, 4.819, -2.816)  0.063
H (-4.190, 7.280, -1.260)  0.118
H (-5.199, 6.374, -2.370)  0.106
H (-2.837, 6.198, -4.527)  0.105
H (-3.234, 7.779, -5.172)  0.119
H (-5.307, 5.636, -4.472)  0.066
H (-4.798, 6.121, -6.094)  0.076
H (-5.678, 7.261, -5.048)  0.082
C (4.511, -7.851, 4.164)  -0.083
C (3.611, -6.649, 3.933)  -0.279
O (4.070, -5.785, 2.897)  -0.178
C (4.177, -6.350, 1.595)  -0.274
C (2.856, -6.861, 1.044)  -0.077
H (5.541, -7.532, 4.354)  0.082
H (4.159, -8.434, 5.020)  0.077
H (4.530, -8.512, 3.293)  0.065
H (3.587, -6.051, 4.850)  0.116
H (2.579, -6.958, 3.739)  0.105
H (4.941, -7.134, 1.583)  0.108
H (4.543, -5.553, 0.938)  0.092
H (2.470, -7.696, 1.637)  0.065
H (2.980, -7.211, 0.016)  0.078
H (2.099, -6.071, 1.062)  0.080
C (5.712, 3.760, -0.517)  -0.078
C (4.329, 3.988, 0.071)  -0.279
O (4.340, 4.213, 1.478)  -0.169
C (5.068, 5.347, 1.938)  -0.280
C (4.545, 6.665, 1.393)  -0.083
H (6.222, 2.942, 0.002)  0.084
H (5.638, 3.512, -1.581)  0.079
H (6.341, 4.649, -0.423)  0.066
H (3.727, 3.090, -0.096)  0.106
H (3.812, 4.807, -0.439)  0.107
H (6.134, 5.226, 1.727)  0.105
H (4.969, 5.359, 3.030)  0.118
H (4.667, 6.727, 0.307)  0.067
H (5.087, 7.506, 1.837)  0.077
H (3.479, 6.777, 1.608)  0.082

As for the SMILES: FC(F)(CCCCc1cnc2ccccc2n1)C(F)(F)S(F)(F)(F)(F)F.CCOCC.CCOCC.CCOCC.CCOCC.CCOCC. The value obtained for the largest force on an atom is 7.6 eV Å⁻¹. The value obtained for the orbital gap is 5.95 eV. The LUMO energy is -2.4353 eV. The HOMO energy comes out at -8.4 eV.